1.
{"formula": "C21H17CdClIN2P", "method": "ωB97M-V with the def2-TZVPD basis set", "charge": 0, "relative_energy_kj_mol": 39.5, "lumo_energy_ev": 0.45, "e_homo_ev": -8.5, "symbols": ["Cd", "C", "C", "C", "C", "C", "C", "P", "C", "C", "C", "C", "C", "C", "C", "C", "C", "C", "C", "C", "H", "H", "H", "H", "H", "H", "H", "H", "H", "H", "H", "H", "H", "H", "Cl", "I", "C", "C", "N", "N", "C", "H", "H", "H"], "coordinates": [[-0.31, 0.21, -2.50], [1.72, -0.43, 4.59], [2.22, 0.43, 3.63], [1.72, 0.38, 2.34], [0.70, -0.51, 2.01], [0.21, -1.38, 2.98], [0.72, -1.33, 4.27], [0.18, -0.46, 0.27], [-1.26, -1.60, 0.13], [-1.20, -2.56, -0.88], [-2.30, -3.36, -1.14], [-3.47, -3.19, -0.41], [-3.52, -2.25, 0.60], [-2.42, -1.45, 0.88], [-0.76, 1.11, 0.26], [-1.14, 1.79, 1.40], [-1.81, 3.00, 1.28], [-2.09, 3.51, 0.02], [-1.74, 2.79, -1.12], [-1.07, 1.58, -1.02], [2.10, -0.39, 5.60], [3.01, 1.13, 3.88], [2.11, 1.04, 1.57], [-0.56, -2.09, 2.73], [0.32, -1.99, 5.02], [-0.28, -2.69, -1.45], [-2.26, -4.09, -1.93], [-4.34, -3.79, -0.63], [-4.44, -2.11, 1.16], [-2.48, -0.70, 1.66], [-0.93, 1.41, 2.39], [-2.10, 3.54, 2.16], [-2.58, 4.47, -0.08], [-2.01, 3.20, -2.09], [-0.05, -1.39, -4.32], [5.52, 2.94, -3.74], [3.97, 1.54, -3.65], [3.83, 0.38, -4.39], [2.68, -0.18, -3.99], [2.07, 0.56, -3.06], [2.84, 1.61, -2.84], [4.47, -0.04, -5.13], [2.15, -0.98, -4.36], [2.55, 2.36, -2.12]]}



2.
{"formula": "C21H17F2N2O", "method": "ωB97M-V with the def2-TZVPD basis set", "charge": 1, "lumo_energy_ev": -3.74, "e_homo_ev": -11.6, "symbols": ["F", "C", "C", "C", "C", "C", "C", "C", "C", "C", "F", "C", "C", "C", "C", "H", "H", "H", "H", "H", "H", "H", "H", "H", "C", "O", "C", "C", "C", "C", "C", "C", "N", "C", "N", "H", "H", "H", "H", "H", "H", "H", "H"], "coordinates": [[-5.67, 2.60, -2.00], [-4.38, 2.16, -1.80], [-4.18, 0.80, -1.61], [-2.88, 0.37, -1.35], [-1.79, 1.24, -1.36], [-0.48, 0.61, -1.03], [0.82, 1.27, -1.24], [1.85, 0.36, -1.51], [3.13, 0.79, -1.80], [3.36, 2.16, -1.85], [4.60, 2.59, -2.26], [2.36, 3.09, -1.61], [1.11, 2.64, -1.20], [-2.01, 2.58, -1.75], [-3.33, 3.05, -1.89], [-4.99, 0.08, -1.68], [-2.70, -0.68, -1.10], [-0.48, -0.41, -1.43], [1.63, -0.70, -1.45], [3.90, 0.06, -2.03], [2.56, 4.14, -1.77], [0.40, 3.35, -0.78], [-1.18, 3.26, -1.90], [-3.52, 4.09, -2.13], [2.84, -4.30, 0.85], [2.19, -4.18, 2.14], [1.32, -3.14, 2.30], [1.01, -2.23, 1.25], [0.18, -1.15, 1.51], [-0.39, -1.02, 2.78], [-0.14, -1.91, 3.83], [0.73, -2.97, 3.59], [-1.27, 0.05, 2.69], [-1.22, 0.54, 1.44], [-0.38, -0.14, 0.68], [3.46, -5.18, 0.93], [2.10, -4.43, 0.04], [3.47, -3.42, 0.64], [1.37, -2.34, 0.22], [-0.64, -1.75, 4.80], [0.98, -3.70, 4.36], [-1.89, 0.44, 3.39], [-1.83, 1.35, 1.09]]}



3.
{"formula": "C21H17FIrN3O8", "method": "ωB97M-V with the def2-TZVPD basis set", "charge": 1, "s2": 0.77, "multiplicity": 2, "relative_energy_kj_mol": 71.4, "lumo_energy_ev": [-4.32, -5.89], "e_homo_ev": [-12.2, -12.2], "symbols": ["Ir", "O", "C", "O", "C", "C", "N", "N", "C", "C", "O", "O", "H", "H", "H", "C", "C", "C", "C", "C", "C", "C", "F", "C", "C", "C", "O", "C", "C", "N", "C", "C", "O", "O", "H", "H", "H", "H", "H", "H", "H", "H", "H", "H", "H", "C", "C", "O", "H", "H", "H"], "coordinates": [[0.88, -1.85, -1.70], [6.28, -2.40, 0.43], [6.18, -1.33, -0.35], [7.08, -0.57, -0.55], [4.86, -1.11, -1.02], [4.61, -0.08, -1.91], [3.34, -0.19, -2.33], [2.76, -1.25, -1.75], [3.65, -1.81, -0.95], [3.10, -2.98, -0.23], [3.75, -3.67, 0.52], [1.83, -3.17, -0.54], [5.46, -2.93, 0.49], [5.27, 0.69, -2.27], [2.83, 0.37, -3.00], [-5.35, 1.29, 0.71], [-4.16, 2.14, 1.13], [-4.17, 2.39, 2.63], [-2.98, 3.23, 3.05], [-1.71, 2.57, 2.61], [-0.54, 2.76, 3.31], [0.64, 2.14, 2.89], [1.75, 2.36, 3.61], [0.69, 1.33, 1.80], [-0.49, 1.12, 1.07], [-0.47, 0.28, -0.10], [0.66, -0.23, -0.43], [-1.66, 0.11, -0.80], [-2.81, 0.74, -0.33], [-2.86, 1.50, 0.75], [-1.69, 1.73, 1.48], [-1.85, -0.70, -2.05], [-2.89, -0.70, -2.64], [-0.81, -1.41, -2.52], [-6.25, 1.71, 1.17], [-5.25, 0.26, 1.06], [-5.53, 1.29, -0.36], [-4.19, 3.10, 0.61], [-4.17, 1.43, 3.16], [-5.11, 2.89, 2.88], [-2.97, 3.39, 4.13], [-3.06, 4.23, 2.59], [-0.52, 3.40, 4.19], [1.61, 0.86, 1.49], [-3.72, 0.59, -0.89], [1.30, -4.36, -3.30], [1.27, -2.85, -3.50], [1.44, -2.24, -4.49], [1.31, -4.81, -4.29], [0.44, -4.69, -2.72], [2.20, -4.60, -2.74]]}



4.
{"formula": "C21H17GaN5O5S2", "method": "ωB97M-V with the def2-TZVPD basis set", "charge": 3, "relative_energy_kj_mol": 0.0, "lumo_energy_ev": -10.54, "e_homo_ev": -17.0, "symbols": ["Ga", "O", "C", "O", "C", "C", "C", "C", "C", "N", "C", "O", "O", "H", "H", "H", "H", "H", "S", "N", "C", "C", "C", "C", "C", "N", "C", "C", "N", "C", "C", "C", "C", "C", "N", "H", "H", "H", "H", "H", "H", "C", "S", "C", "O", "H", "H", "H", "H", "H", "H"], "coordinates": [[-0.27, 0.42, 0.36], [-3.37, 3.43, 0.77], [-2.43, 2.48, 0.73], [-1.54, 2.38, -0.13], [-2.48, 1.57, 1.85], [-3.49, 1.56, 2.80], [-3.29, 0.81, 3.96], [-2.04, 0.15, 4.16], [-1.08, 0.31, 3.20], [-1.36, 0.82, 2.00], [0.41, 0.09, 3.30], [0.95, -0.23, 4.48], [1.11, 0.18, 2.28], [-3.32, 4.05, -0.01], [-4.38, 2.14, 2.66], [-4.09, 0.60, 4.69], [-1.91, -0.45, 5.06], [0.33, -0.14, 5.23], [5.89, -1.95, -2.76], [5.36, -0.44, -2.54], [4.19, -0.59, -1.88], [3.29, 0.50, -1.60], [3.56, 1.86, -1.84], [2.64, 2.82, -1.42], [1.45, 2.42, -0.79], [1.21, 1.12, -0.53], [2.10, 0.14, -0.92], [1.85, -1.22, -0.49], [0.66, -1.45, 0.17], [0.37, -2.68, 0.56], [1.22, -3.76, 0.32], [2.40, -3.59, -0.41], [2.73, -2.30, -0.77], [3.89, -1.95, -1.52], [4.75, -2.85, -2.09], [4.40, 2.11, -2.46], [2.81, 3.87, -1.63], [0.71, 3.16, -0.44], [-0.59, -2.82, 1.00], [1.00, -4.72, 0.81], [3.08, -4.42, -0.62], [-2.42, 0.92, -3.02], [-1.72, -0.53, -2.26], [-3.14, -1.62, -2.48], [-1.76, -0.33, -0.72], [-3.29, 1.32, -2.43], [-2.63, 0.68, -4.07], [-1.62, 1.66, -3.00], [-4.08, -1.06, -2.55], [-3.18, -2.31, -1.59], [-2.87, -2.19, -3.41]]}



5.
{"formula": "C21H17N5NiO6S", "method": "ωB97M-V with the def2-TZVPD basis set", "charge": 0, "s2": 2.00, "multiplicity": 3, "lumo_energy_ev": [-1.41, -1.88], "e_homo_ev": [-7.1, -7.1], "symbols": ["Ni", "O", "C", "O", "C", "C", "C", "C", "C", "N", "H", "H", "H", "H", "O", "C", "C", "C", "C", "C", "C", "N", "H", "H", "H", "H", "H", "H", "H", "O", "S", "O", "O", "C", "N", "C", "C", "C", "N", "C", "C", "C", "N", "C", "C", "H", "H", "H", "H", "H", "H"], "coordinates": [[-0.07, -0.12, 0.01], [-3.93, -1.33, 0.10], [-2.85, -0.77, 0.11], [-1.70, -1.31, 0.18], [-2.82, 0.78, 0.05], [-4.00, 1.52, 0.01], [-3.91, 2.90, -0.01], [-2.66, 3.50, 0.01], [-1.54, 2.68, 0.05], [-1.62, 1.36, 0.07], [-4.95, 1.00, -0.01], [-4.80, 3.51, -0.04], [-2.55, 4.57, 0.00], [-0.55, 3.11, 0.07], [0.24, 0.16, 2.15], [1.58, 0.00, 2.58], [2.55, 0.00, 1.42], [3.91, 0.01, 1.70], [4.81, 0.00, 0.65], [4.31, -0.01, -0.64], [2.94, -0.02, -0.83], [2.07, -0.02, 0.18], [-0.35, -0.42, 2.63], [1.71, -0.94, 3.13], [1.84, 0.83, 3.25], [4.24, 0.02, 2.72], [5.87, -0.01, 0.84], [4.96, -0.01, -1.50], [2.53, -0.03, -1.82], [-1.24, -3.72, -7.58], [-0.94, -3.00, -8.79], [0.30, -3.35, -9.46], [-2.06, -2.66, -9.64], [-0.44, -1.31, -8.14], [-0.18, -0.37, -9.01], [0.19, 0.79, -8.51], [0.29, 1.01, -7.14], [-0.01, -0.07, -6.31], [-0.37, -1.24, -6.85], [0.00, -0.04, -4.84], [-0.30, -1.22, -4.14], [-0.34, -1.20, -2.76], [-0.09, -0.10, -2.05], [0.18, 1.03, -2.71], [0.24, 1.11, -4.09], [0.42, 1.57, -9.22], [0.59, 1.97, -6.75], [-0.50, -2.12, -4.69], [-0.58, -2.09, -2.18], [0.37, 1.91, -2.10], [0.46, 2.06, -4.54]]}